ORCA calculation (the ωB97M-V functional and the def2-TZVPD basis) on a molecular structure, C26H25N3O3.

```
57
Properties=species:S:1:pos:R:3
C -1.004 0.613 -1.370
C 0.037 0.188 -2.383
O 1.200 0.586 -2.294
C -0.368 -0.609 -3.548
C -1.602 -0.288 -4.195
C -2.113 -1.141 -5.242
C -1.305 -2.170 -5.696
C 0.005 -2.364 -5.186
C 0.480 -1.550 -4.147
N -2.294 0.050 -1.620
O -3.215 0.390 -0.856
O -2.627 -0.650 -2.638
H -1.136 1.745 -1.603
H -1.908 0.762 -4.166
H -3.119 -0.915 -5.633
H -1.723 -2.851 -6.437
H 0.653 -3.153 -5.607
H 1.498 -1.667 -3.752
C 5.922 -0.046 -0.330
N 5.084 0.027 0.852
C 5.696 -0.549 2.036
C 3.712 0.234 0.744
C 2.803 -0.812 1.093
C 1.428 -0.607 0.889
C 0.939 0.623 0.438
C -0.578 0.830 0.197
C -1.377 0.513 1.411
C -2.711 0.992 1.695
C -3.510 1.982 1.117
C -4.756 2.241 1.721
C -5.193 1.531 2.851
C -4.345 0.607 3.462
C -3.125 0.350 2.883
N -2.063 -0.390 3.371
C -2.121 -1.189 4.567
C -0.996 -0.296 2.502
C 1.830 1.691 0.262
C 3.200 1.470 0.278
H 5.386 0.298 -1.224
H 6.823 0.567 -0.186
H 6.254 -1.086 -0.498
H 5.059 -0.397 2.914
H 5.892 -1.625 1.910
H 6.661 -0.055 2.216
H 3.176 -1.745 1.560
H 0.738 -1.468 1.021
H -0.781 1.928 0.032
H -3.138 2.589 0.284
H -5.388 3.007 1.260
H -6.195 1.717 3.222
H -4.632 0.059 4.331
H -3.146 -1.184 4.943
H -1.816 -2.205 4.313
H -1.445 -0.827 5.347
H -0.031 -0.717 2.817
H 1.415 2.655 -0.014
H 3.871 2.311 0.087
```

## Properties
HOMO-LUMO gap = 6.69 eV
energy above the lowest of the compared OMol25 structures with the same formula, charge and spin = 8.743 eV
E_HOMO = -7.607 eV